1.
Below is a structure of composition C25H32F20INbO7P, with properties calculated with ωB97M-V with the def2-TZVPD basis set.

Each line ends with the Löwdin charge.
Positions of all 87 atoms, in Å:
C (-1.457, 3.735, -2.353)  -0.063
C (-2.304, 2.704, -2.486)  -0.306
C (-1.982, 1.514, -3.314)  -0.385
Nb (-1.736, -0.509, -2.277)  1.441
C (-2.126, 0.233, -0.194)  -0.376
C (-0.960, 1.014, 0.441)  -0.263
C (0.091, 0.120, 1.093)  -0.221
F (0.193, 0.366, 2.463)  -0.070
C (0.509, -0.333, -2.206)  -0.303
C (1.285, -0.547, -3.527)  -0.167
C (2.324, -1.659, -3.480)  -0.442
F (2.496, -2.156, -4.738)  0.109
F (1.878, -2.689, -2.710)  0.116
C (3.689, -1.179, -2.917)  -0.344
F (3.481, -0.805, -1.634)  0.155
F (4.091, -0.111, -3.649)  0.142
C (4.838, -2.207, -2.977)  -0.346
F (4.486, -3.355, -2.375)  0.171
F (5.081, -2.505, -4.274)  0.155
C (6.216, -1.734, -2.410)  -0.329
F (7.015, -2.825, -2.532)  0.144
F (6.767, -0.785, -3.188)  0.163
C (6.272, -1.333, -0.901)  -0.320
F (7.501, -1.684, -0.455)  0.141
F (5.399, -2.042, -0.175)  0.167
C (6.109, 0.209, -0.580)  -0.537
F (5.619, 0.912, -1.590)  0.179
F (7.270, 0.720, -0.178)  0.178
F (5.261, 0.334, 0.449)  0.169
C (-1.511, -2.642, -1.435)  -0.323
O (-2.626, -3.023, -0.558)  -0.205
C (-2.323, -3.979, 0.328)  -0.578
C (-2.683, -3.689, 1.756)  0.017
O (-1.774, -5.012, 0.029)  0.083
P (-4.256, -1.098, -2.587)  0.235
O (-4.445, -2.673, -3.090)  -0.524
I (-5.492, -1.009, -0.458)  0.345
H (-0.675, 3.845, -3.094)  0.050
H (-1.595, 4.440, -1.552)  0.031
H (-3.264, 2.708, -1.978)  0.088
H (-2.785, 1.349, -4.047)  0.018
H (-1.072, 1.731, -3.889)  0.033
H (-1.590, -1.278, -3.967)  -0.077
H (-3.003, 0.886, -0.187)  0.001
H (-2.387, -0.628, 0.429)  0.013
H (-1.380, 1.591, 1.272)  0.104
H (-0.510, 1.751, -0.225)  0.068
H (-0.159, -0.933, 0.947)  0.102
H (1.079, 0.270, 0.652)  0.100
H (0.681, 0.705, -1.899)  0.047
H (0.917, -0.938, -1.395)  0.027
H (0.620, -0.844, -4.336)  0.076
H (1.754, 0.385, -3.835)  0.115
H (-1.514, -3.342, -2.273)  0.037
H (-0.586, -2.758, -0.868)  0.046
H (-3.236, -2.759, 1.849)  0.044
H (-3.257, -4.510, 2.177)  0.085
H (-1.759, -3.597, 2.327)  0.092
H (-3.585, -2.948, -3.431)  -0.011
C (-6.687, -3.008, 6.900)  -0.062
C (-5.212, -2.690, 6.777)  -0.201
O (-4.882, -2.242, 5.452)  0.034
C (-5.151, -0.971, 5.183)  -0.394
O (-5.635, -0.175, 5.931)  0.167
C (-4.703, -0.644, 3.748)  -0.561
F (-5.092, -1.594, 2.897)  0.109
F (-3.369, -0.554, 3.695)  0.172
F (-5.211, 0.514, 3.347)  0.171
H (-6.984, -3.732, 6.141)  0.084
H (-6.903, -3.420, 7.886)  0.080
H (-7.294, -2.115, 6.758)  0.077
H (-4.616, -3.585, 6.938)  0.124
H (-4.898, -1.947, 7.510)  0.124
C (4.939, 4.440, 0.166)  -0.061
C (4.212, 5.750, 0.380)  -0.200
O (2.813, 5.628, 0.066)  0.032
C (2.055, 5.080, 1.008)  -0.396
O (2.420, 4.691, 2.076)  0.174
C (0.590, 5.048, 0.538)  -0.550
F (0.500, 4.622, -0.722)  0.145
F (0.061, 6.283, 0.591)  0.160
F (-0.137, 4.262, 1.313)  0.184
H (4.780, 4.079, -0.851)  0.083
H (6.008, 4.569, 0.332)  0.082
H (4.574, 3.673, 0.848)  0.077
H (4.596, 6.513, -0.294)  0.123
H (4.334, 6.116, 1.399)  0.124

For the largest force on an atom, the calculation gives 2.8 eV/A. As for the total charge: -1. The multiplicity is 1. The HOMO energy is -0.1602 Ha. The value obtained for the calculated total energy is -114063.602 eV.



2.
Below is a cluster of 4 separate species, C25H32FO6PS2 in total, with properties calculated with ωB97M-V with the def2-TZVPD basis set.

Each line ends with the Löwdin charge.
Positions of all 67 atoms, in Å:
O (-1.113, 2.308, 5.193)  -0.405
P (-0.769, 0.957, 4.689)  0.773
C (0.878, 0.961, 3.827)  -0.397
O (1.803, 0.180, 4.606)  -0.376
S (3.126, 0.888, 5.254)  0.962
O (2.729, 2.024, 6.051)  -0.362
O (3.726, 1.569, 3.891)  -0.323
C (3.642, 0.798, 2.682)  -0.204
C (2.411, 1.247, 1.903)  -0.110
C (1.053, 0.621, 2.324)  -0.421
C (-0.032, 1.260, 1.426)  -0.114
C (-0.274, 2.759, 1.609)  -0.174
F (-1.640, 3.011, 1.498)  -0.042
C (1.153, -0.901, 2.027)  -0.196
S (-0.162, -1.964, 2.574)  0.682
O (-0.159, -2.036, 4.013)  -0.345
O (-1.376, -1.666, 1.861)  -0.347
H (-1.663, 0.414, 3.753)  0.022
H (-0.614, -0.065, 5.630)  0.029
H (1.124, 2.023, 3.959)  0.109
H (4.559, 0.973, 2.121)  0.132
H (3.614, -0.264, 2.935)  0.106
H (2.570, 1.139, 0.825)  0.121
H (2.328, 2.324, 2.094)  0.134
H (0.283, 1.076, 0.392)  0.111
H (-0.989, 0.759, 1.541)  0.103
H (0.045, 3.144, 2.581)  0.115
H (0.222, 3.341, 0.827)  0.112
H (1.175, -1.048, 0.941)  0.120
H (2.057, -1.346, 2.447)  0.101
H (0.303, -3.149, 2.102)  0.083
C (2.077, 2.429, -3.704)  -0.102
C (2.064, 3.688, -4.289)  -0.089
C (2.201, 4.823, -3.504)  -0.090
C (2.350, 4.705, -2.130)  -0.089
C (2.358, 3.448, -1.542)  -0.101
C (2.225, 2.310, -2.328)  -0.109
H (1.960, 1.545, -4.317)  0.106
H (1.946, 3.783, -5.361)  0.103
H (2.192, 5.803, -3.963)  0.103
H (2.453, 5.591, -1.518)  0.103
H (2.468, 3.352, -0.468)  0.083
H (2.232, 1.327, -1.870)  0.088
C (-2.319, 1.107, -4.288)  -0.089
C (-1.289, 1.205, -3.363)  -0.092
C (-0.821, 0.064, -2.726)  -0.096
C (-1.379, -1.175, -3.013)  -0.094
C (-2.402, -1.271, -3.947)  -0.100
C (-2.873, -0.131, -4.581)  -0.091
H (-2.686, 1.996, -4.784)  0.102
H (-0.848, 2.169, -3.141)  0.097
H (-0.016, 0.143, -2.004)  0.077
H (-1.019, -2.066, -2.513)  0.096
H (-2.831, -2.236, -4.180)  0.096
H (-3.673, -0.207, -5.306)  0.102
C (-3.201, -4.160, -1.428)  -0.093
C (-2.509, -4.063, -0.228)  -0.089
C (-2.176, -5.216, 0.470)  -0.095
C (-2.524, -6.463, -0.032)  -0.097
C (-3.211, -6.558, -1.234)  -0.097
C (-3.552, -5.406, -1.930)  -0.092
H (-3.468, -3.262, -1.967)  0.087
H (-2.237, -3.094, 0.169)  0.074
H (-1.652, -5.145, 1.416)  0.094
H (-2.265, -7.360, 0.516)  0.100
H (-3.487, -7.529, -1.624)  0.100
H (-4.096, -5.479, -2.863)  0.100

For the largest force on an atom, the calculation gives 0.6 eV/A. The multiplicity is 1. The HOMO energy is -0.3490 Ha. The value obtained for the calculated total energy is -72403.813 eV.



3.
Below is a structure of composition C25H32N2P2W, with properties calculated with ωB97M-V with the def2-TZVPD basis set.

Each line ends with the Löwdin spin population.
Positions of all 62 atoms, in Å:
C (-1.586, 3.160, -3.572)  0.007
C (-1.237, 1.903, -3.096)  -0.002
C (0.118, 1.434, -3.254)  0.004
C (1.144, 2.297, -3.877)  0.001
C (0.720, 3.610, -4.298)  0.007
C (-0.613, 3.986, -4.182)  -0.002
C (2.445, 1.772, -3.909)  0.008
C (2.745, 0.447, -3.556)  0.001
C (1.626, -0.328, -2.972)  0.006
C (1.838, -1.674, -2.505)  -0.001
C (3.098, -2.251, -2.626)  0.004
C (4.161, -1.526, -3.212)  -0.002
C (4.028, -0.209, -3.622)  0.004
H (-2.623, 3.516, -3.490)  0.000
H (1.475, 4.300, -4.712)  0.000
H (-0.938, 4.945, -4.575)  0.000
H (3.264, 2.399, -4.327)  0.000
H (3.272, -3.286, -2.304)  0.000
H (5.111, -2.037, -3.356)  0.000
H (4.898, 0.355, -4.014)  0.000
N (0.415, 0.230, -2.723)  0.030
W (-0.376, -0.003, 0.375)  1.397
C (-2.258, 0.948, -2.463)  0.024
H (-2.116, -0.082, -2.829)  0.000
H (-3.288, 1.282, -2.668)  0.002
C (0.634, -2.459, -1.961)  0.036
H (-0.260, -2.272, -2.575)  0.000
H (0.866, -3.535, -1.968)  0.005
P (-2.223, 0.802, -0.628)  0.152
P (0.074, -2.168, -0.218)  0.092
C (1.329, -3.019, 0.770)  -0.001
H (1.226, -2.795, 1.837)  0.001
H (1.206, -4.098, 0.614)  -0.001
H (2.325, -2.698, 0.445)  0.001
C (-1.425, -3.179, 0.005)  0.024
H (-1.129, -4.236, -0.016)  0.004
H (-1.909, -2.974, 0.967)  0.001
H (-2.149, -2.981, -0.792)  0.002
C (-2.690, 2.470, -0.079)  0.046
H (-3.665, 2.699, -0.531)  0.006
H (-2.765, 2.529, 1.016)  0.001
H (-1.942, 3.196, -0.418)  0.001
C (-3.680, -0.196, -0.173)  0.015
H (-3.821, -0.223, 0.918)  0.000
H (-4.557, 0.276, -0.640)  0.001
H (-3.576, -1.228, -0.530)  0.001
H (0.648, 1.219, 0.732)  0.044
H (1.104, 0.639, -0.462)  0.015
N (-0.931, 0.315, 2.473)  0.037
C (-0.054, -0.372, 3.451)  0.010
C (1.270, -0.470, 3.267)  0.003
C (2.018, -1.241, 4.214)  0.000
C (1.308, -1.851, 5.267)  0.001
C (-0.063, -1.775, 5.402)  0.001
C (-0.831, -1.018, 4.461)  0.001
H (-0.982, 1.318, 2.722)  0.011
H (-1.910, -0.009, 2.536)  0.002
H (1.795, -0.003, 2.381)  0.000
H (3.089, -1.359, 4.123)  0.000
H (1.862, -2.444, 6.010)  0.000
H (-0.636, -2.268, 6.178)  0.000
H (-1.895, -0.949, 4.437)  0.000

For the largest force on an atom, the calculation gives 4.4 eV/A. As for the total charge: +2. The multiplicity is 3. The HOMO energy (spin up / spin down) is -0.4746 / -0.4832 Ha. The value obtained for the calculated total energy is -49810.603 eV.